one | ClH3N3P3 as an isolated structure. Source: the OMol25 dataset; level of theory: ωB97M-V/def2-TZVPD.

## Properties
Highest occupied orbital energy: -8.84 eV
Lowest unoccupied orbital energy: -0.13 eV

```
! RIJCOSX wB97M-V def2-TZVPD def2/J DEFGRID3
* xyz 0 1
N -0.596 1.557 0.811
N 1.339 -0.223 0.708
N -0.715 -0.706 -0.573
P 0.689 1.044 1.554
P 0.877 -1.236 -0.546
P -1.206 1.028 -0.622
Cl -3.080 0.867 -0.024
H 2.282 -0.423 1.090
H -1.460 -1.359 -0.854
H 1.870 -0.550 -1.546
*
```


two | ClH3N3P3 as an isolated structure. Source: the OMol25 dataset; level of theory: ωB97M-V/def2-TZVPD.

## Properties
Highest occupied orbital energy (alpha / beta): -7.83 / -8.78 eV
Lowest unoccupied orbital energy (alpha / beta): -1.32 / -1.07 eV

```
! RIJCOSX wB97M-V def2-TZVPD def2/J DEFGRID3
* xyz 0 1
N -1.340 1.388 0.346
N 1.366 0.721 -0.566
N -0.238 -0.897 0.770
P 0.780 2.152 -0.092
P 1.239 -0.884 0.230
P -1.428 -0.087 -0.354
Cl -3.240 -0.735 0.129
H 2.221 0.628 -1.128
H -0.348 -0.734 1.768
H 0.989 -1.553 -1.104
*
```


Which of them is most stable? Easy: one.


one | One molecule with the formula C4H7FOS. Source: the OMol25 dataset; level of theory: ωB97M-V/def2-TZVPD.

## Properties
Highest occupied orbital energy: -9.14 eV
Structure (SMILES): C[C@@]1(F)COCS1
Lowest unoccupied orbital energy: 0.83 eV

```
! RIJCOSX wB97M-V def2-TZVPD def2/J DEFGRID3
* xyz 0 1
C -0.090 -1.918 -0.074
C -0.392 -0.500 0.226
F -1.226 -0.538 1.362
C 0.782 0.390 0.603
O 0.575 1.798 0.448
C -0.163 2.020 -0.681
S -1.178 0.451 -1.085
H 0.272 -2.093 -1.089
H -1.076 -2.446 0.067
H 0.599 -2.454 0.561
H 0.938 0.135 1.582
H 1.716 0.068 -0.058
H -0.989 2.694 -0.228
H 0.233 2.393 -1.633
*
```


two | A 2-piece molecular cluster, C4H7FOS overall. Source: the OMol25 dataset; level of theory: ωB97M-V/def2-TZVPD.

## Properties
Highest occupied orbital energy: -7.59 eV
Structure (SMILES): CC1=COCS1.F
Lowest unoccupied orbital energy: 0.71 eV

```
! RIJCOSX wB97M-V def2-TZVPD def2/J DEFGRID3
* xyz 0 1
C -0.730 1.670 0.489
C 0.075 0.453 0.340
C 0.738 0.028 -0.788
O 1.417 -1.129 -0.712
C 1.580 -1.492 0.647
S 0.243 -0.779 1.671
H -1.585 1.405 1.115
H -0.943 1.788 -0.519
H -0.179 2.535 0.802
H 0.619 0.621 -1.636
H 1.470 -2.681 0.623
H 2.547 -1.111 1.071
F -2.744 -0.474 -1.147
H -2.510 -0.835 -1.957
*
```


three | One molecule with the formula C4H7FOS. Source: the OMol25 dataset; level of theory: ωB97M-V/def2-TZVPD.

## Properties
Highest occupied orbital energy: -7.91 eV
Lowest unoccupied orbital energy: -1.22 eV

```
! RIJCOSX wB97M-V def2-TZVPD def2/J DEFGRID3
* xyz 0 1
C 0.948 -1.456 -0.364
C 0.530 -1.168 1.062
C -0.736 1.497 -0.890
C -0.815 1.185 0.569
H 1.413 -0.564 -0.798
H 1.679 -2.272 -0.374
H -0.555 -1.291 1.264
H -0.897 2.571 -1.048
H -1.542 0.976 -1.422
H 0.228 1.206 -1.312
H -1.762 1.455 1.044
O 1.319 -0.834 1.912
F -0.157 -1.812 -1.106
S 0.345 0.507 1.463
*
```


Which of them is most stable? Easy: one.


one | One molecule with the formula C4H5NO2S. Source: the OMol25 dataset; level of theory: ωB97M-V/def2-TZVPD.

## Properties
Highest occupied orbital energy: -8.84 eV
Structure (SMILES): S=C1NOC[C@@]12CO2
Lowest unoccupied orbital energy: -0.03 eV

```
! RIJCOSX wB97M-V def2-TZVPD def2/J DEFGRID3
* xyz 0 1
S 1.825 -0.314 -2.049
C 1.034 0.395 -0.788
N 1.538 1.228 0.091
O 0.896 1.060 1.438
C -0.451 0.386 1.218
C -0.232 -0.203 -0.118
C -1.368 -0.863 -0.882
O -0.215 -1.627 -0.132
H 2.582 1.138 0.277
H -1.267 1.131 1.284
H -0.691 -0.347 2.097
H -1.279 -1.125 -1.993
H -2.371 -0.860 -0.444
*
```


two | One molecule with the formula C4H5NO2S. Source: the OMol25 dataset; level of theory: ωB97M-V/def2-TZVPD.

## Properties
Highest occupied orbital energy: -8.83 eV
Structure (SMILES): Nc1occ(S)c1O
Lowest unoccupied orbital energy: 0.43 eV

```
! RIJCOSX wB97M-V def2-TZVPD def2/J DEFGRID3
* xyz 0 1
N -3.014 0.211 0.127
C -1.506 0.071 -0.117
O -1.259 -1.278 -0.077
C 0.082 -1.605 -0.087
C 0.823 -0.397 -0.042
S 2.455 0.012 -0.016
C -0.276 0.564 0.032
O -0.046 1.994 -0.040
H -2.961 0.421 1.176
H -3.329 0.976 -0.504
H 0.254 -2.728 0.009
H 2.796 -0.117 1.412
H 0.760 2.241 -0.508
*
```


three | One molecule with the formula C4H5NO2S. Source: the OMol25 dataset; level of theory: ωB97M-V/def2-TZVPD.

## Properties
Highest occupied orbital energy: -9.51 eV
Lowest unoccupied orbital energy: 0.72 eV

```
! RIJCOSX wB97M-V def2-TZVPD def2/J DEFGRID3
* xyz 0 1
C 2.155 -0.179 0.266
C 1.998 0.863 1.114
C 0.190 0.510 0.062
C -2.004 -1.018 -0.434
N 0.971 -0.368 -0.414
O -1.760 1.286 -1.722
O 0.739 1.262 1.031
S -1.705 0.838 -0.343
H 3.000 -0.780 0.043
H 2.553 1.235 1.970
H -2.720 -1.144 -1.303
H -2.430 -1.216 0.464
H -0.988 -1.289 -0.735
*
```


four | One molecule with the formula C4H5NO2S. Source: the OMol25 dataset; level of theory: ωB97M-V/def2-TZVPD.

## Properties
Highest occupied orbital energy: -8.60 eV
Structure (SMILES): Cc1cc(=S)on1O
Lowest unoccupied orbital energy: -0.13 eV

```
! RIJCOSX wB97M-V def2-TZVPD def2/J DEFGRID3
* xyz 0 1
C -2.483 1.262 0.003
C -1.126 0.662 0.070
C 0.112 1.181 -0.097
C 1.063 0.099 0.011
S 2.690 0.110 -0.068
O 0.354 -1.041 0.231
N -1.013 -0.702 0.424
O -1.760 -1.494 -0.442
H -2.398 2.347 -0.190
H -2.999 1.123 0.974
H -3.039 0.756 -0.783
H 0.382 2.217 -0.251
H -2.028 -2.227 0.127
*
```


Which of them is most stable? Easy: three.


one | A 3-piece molecular cluster, C4H16N2O2 overall. Source: the OMol25 dataset; level of theory: ωB97M-V/def2-TZVPD.

## Properties
Highest occupied orbital energy (alpha / beta): -14.31 / -14.19 eV
Lowest unoccupied orbital energy (alpha / beta): -3.09 / -7.84 eV
Expectation value of S²: 0.755

```
! RIJCOSX wB97M-V def2-TZVPD def2/J DEFGRID3
* xyz 1 2
C 2.167 1.245 0.492
C 1.166 2.332 0.797
C -0.325 2.080 0.485
N -0.658 0.828 1.122
C -1.390 -0.248 0.509
N -1.003 -0.527 -0.874
H 2.053 0.324 1.071
H 3.175 1.596 0.695
H 2.165 0.966 -0.563
H 1.199 2.670 1.842
H 1.488 3.280 0.355
H -0.443 2.045 -0.594
H -1.027 2.807 0.909
H -0.113 0.521 1.918
H -1.113 -1.195 0.961
H -2.465 -0.061 0.650
H -1.525 -1.279 -1.290
H -0.777 0.313 -1.380
H 0.564 -1.548 -1.427
H 1.875 -0.844 -1.831
O 1.388 -1.673 -1.923
H -0.852 -3.244 -0.868
H -1.011 -3.572 0.533
O -1.523 -3.149 -0.173
*
```


two | A 3-piece molecular cluster, C4H16N2O2 overall. Source: the OMol25 dataset; level of theory: ωB97M-V/def2-TZVPD.

## Properties
Highest occupied orbital energy (alpha / beta): -12.46 / -12.46 eV
Lowest unoccupied orbital energy (alpha / beta): -3.75 / -8.75 eV
Expectation value of S²: 0.755

```
! RIJCOSX wB97M-V def2-TZVPD def2/J DEFGRID3
* xyz 1 2
C 0.483 -0.661 -1.853
N -0.492 -1.674 -1.985
C 0.205 0.645 -1.068
C -1.089 0.502 -0.286
C -1.342 1.636 0.705
N -2.687 2.089 0.901
H 0.696 -0.193 -2.867
H 1.373 -1.091 -1.382
H -1.499 -1.342 -2.228
H -0.169 -2.507 -2.326
H 0.193 1.591 -1.556
H 1.035 0.698 -0.382
H -1.162 -0.391 0.291
H -1.839 0.368 -1.053
H -1.073 1.515 1.768
H -0.770 2.508 0.278
H -3.018 1.647 1.788
H -3.384 1.887 0.099
H 0.561 -1.438 3.769
H 0.144 -1.789 5.432
O 0.906 -1.731 4.681
H 4.845 -0.492 -0.456
H 3.634 -0.674 -1.299
O 4.447 -1.103 -0.974
*
```


Which of them is most stable? Easy: one.


one | C3H6ClF as an isolated structure. Source: the OMol25 dataset; level of theory: ωB97M-V/def2-TZVPD.

## Properties
Highest occupied orbital energy: -10.80 eV
Lowest unoccupied orbital energy: 1.01 eV

```
! RIJCOSX wB97M-V def2-TZVPD def2/J DEFGRID3
* xyz 0 1
C 1.200 -0.554 0.176
C 0.142 0.343 -0.497
C -1.157 0.357 0.310
H 2.119 -0.598 -0.426
H 1.635 0.009 1.169
H 0.812 -1.756 0.450
H 0.373 1.563 -1.043
H -0.226 -0.142 -1.544
H -1.043 0.361 1.460
F -1.830 1.529 0.044
Cl -2.025 -1.111 -0.099
*
```


two | One molecule with the formula C3H6ClF. Source: the OMol25 dataset; level of theory: ωB97M-V/def2-TZVPD.

## Properties
Highest occupied orbital energy: -10.69 eV
Structure (SMILES): C[C@@H](F)CCl
Lowest unoccupied orbital energy: 0.99 eV

```
! RIJCOSX wB97M-V def2-TZVPD def2/J DEFGRID3
* xyz 0 1
C 0.782 1.422 0.174
C 0.842 -0.044 -0.294
F 2.096 -0.592 -0.045
C -0.346 -0.990 0.279
Cl -1.693 0.068 -0.085
H 0.176 2.032 -0.597
H 0.179 1.418 1.145
H 1.830 1.740 0.409
H 0.646 -0.169 -1.293
H -0.286 -1.252 1.431
H -0.291 -1.916 -0.206
*
```


Which of them is most stable? Easy: two.


one | One molecule with the formula C2H6ClN2P. Source: the OMol25 dataset; level of theory: ωB97M-V/def2-TZVPD.

## Properties
Highest occupied orbital energy (alpha / beta): -4.84 / -10.01 eV
Lowest unoccupied orbital energy (alpha / beta): 0.81 / -2.34 eV
Expectation value of S²: 2.008

```
! RIJCOSX wB97M-V def2-TZVPD def2/J DEFGRID3
* xyz 0 3
C -0.197 -0.956 -0.008
C 1.219 -0.363 -0.010
N -0.710 1.283 -0.426
N -1.087 0.187 0.310
P 0.921 1.541 0.124
Cl -2.736 -0.135 0.044
H -0.385 -1.447 -1.090
H -0.352 -1.518 0.957
H 1.807 -0.598 0.958
H 1.817 -0.555 -0.888
H -0.847 1.366 -1.410
H 0.550 1.194 1.438
*
```


two | C2H6ClN2P as an isolated structure. Source: the OMol25 dataset; level of theory: ωB97M-V/def2-TZVPD.

## Properties
Highest occupied orbital energy (alpha / beta): -8.36 / -9.08 eV
Lowest unoccupied orbital energy (alpha / beta): 0.91 / -3.02 eV
Expectation value of S²: 2.011

```
! RIJCOSX wB97M-V def2-TZVPD def2/J DEFGRID3
* xyz 0 3
C 0.403 0.312 0.547
C -0.343 0.673 -0.781
N 0.076 -1.100 0.788
N -1.526 -0.186 -0.929
P -1.334 -1.644 -0.076
Cl -3.215 0.691 0.173
H 1.528 0.279 0.404
H 0.028 0.866 1.514
H -0.512 1.716 -0.660
H 0.338 0.699 -1.701
H -0.001 -1.438 1.782
H -0.712 -2.028 -1.280
*
```


Which of them is most stable? Easy: two.